1.
ORCA calculation (wB97M-V/def2-TZVPD) on a cluster of 16 separate species, C80H200N8O24 in total.

Computed properties:
* molar mass: 1658.51 g mol⁻¹
* net charge: 0

Last column: Mulliken charge in e.
Geometry (Å):
C: 7.67 -2.43 -2.09  -0.836
C: 7.43 -1.47 -0.94  0.394
O: 6.03 -1.44 -0.56  0.014
C: 5.76 -0.59 0.54  -0.413
C: 4.22 -0.51 0.63  0.530
H: 6.88 -2.10 -2.79  0.017
H: 8.65 -2.29 -2.53  0.278
H: 7.47 -3.52 -1.77  0.276
H: 8.02 -1.80 -0.02  0.268
H: 7.82 -0.45 -1.22  -0.355
H: 6.24 -0.79 1.45  0.531
H: 6.18 0.46 0.27  -0.191
H: 3.93 -0.04 1.58  0.162
H: 3.96 -1.59 0.75  -0.240
H: 3.75 0.04 -0.16  -0.233
C: -1.81 -3.01 6.07  -0.941
C: -3.01 -3.83 6.55  -0.196
O: -3.46 -4.67 5.53  -0.296
C: -4.90 -4.92 5.60  0.076
C: -5.21 -6.00 4.50  -1.129
H: -2.01 -2.24 5.28  -0.088
H: -1.28 -2.51 6.85  0.610
H: -1.18 -3.72 5.58  0.358
H: -2.74 -4.36 7.44  0.422
H: -3.80 -3.21 6.82  -0.018
H: -5.15 -5.25 6.61  0.512
H: -5.48 -3.98 5.39  -0.122
H: -6.36 -6.08 4.50  0.363
H: -4.77 -7.00 4.86  0.314
H: -4.81 -5.78 3.50  0.134
C: -1.09 6.97 -1.50  -1.406
C: 0.28 7.04 -2.01  0.053
O: 1.01 5.88 -1.65  0.266
C: 2.25 5.93 -2.35  1.369
C: 3.38 6.41 -1.45  -1.225
H: -1.50 5.96 -1.54  0.074
H: -1.28 7.44 -0.51  0.298
H: -1.75 7.50 -2.20  0.473
H: 0.27 7.20 -3.07  -0.013
H: 0.79 7.93 -1.68  0.432
H: 2.47 4.95 -2.74  -0.596
H: 2.23 6.54 -3.21  -0.081
H: 3.07 7.24 -0.78  0.377
H: 4.14 6.70 -2.11  0.386
H: 3.79 5.66 -0.82  -0.107
C: -4.35 -8.64 -2.51  -1.245
C: -3.01 -8.37 -1.98  0.162
O: -3.13 -7.90 -0.66  -0.333
C: -1.88 -7.59 -0.10  0.164
C: -2.22 -6.60 1.06  -1.057
H: -5.11 -7.84 -2.15  0.246
H: -4.35 -8.66 -3.63  0.339
H: -4.76 -9.58 -2.20  0.350
H: -2.37 -9.24 -1.99  0.348
H: -2.47 -7.60 -2.60  -0.033
H: -1.42 -8.50 0.18  0.447
H: -1.19 -7.16 -0.81  -0.279
H: -1.30 -6.30 1.60  0.402
H: -2.80 -7.08 1.81  0.495
H: -2.76 -5.73 0.67  0.094
C: -5.63 -4.01 -3.17  -1.484
C: -5.79 -2.59 -2.70  0.922
O: -6.58 -2.63 -1.54  -0.405
C: -6.52 -1.58 -0.64  0.515
C: -7.49 -1.77 0.51  -0.801
H: -6.59 -4.47 -3.42  0.404
H: -5.05 -3.97 -4.14  0.273
H: -5.15 -4.58 -2.39  0.376
H: -4.68 -2.32 -2.44  -0.183
H: -6.12 -1.86 -3.49  -0.200
H: -5.50 -1.49 -0.30  -0.128
H: -6.78 -0.57 -1.11  0.040
H: -7.20 -2.62 1.16  0.264
H: -8.49 -1.87 0.12  0.457
H: -7.58 -0.86 1.09  0.019
C: 1.20 1.18 4.81  -1.292
C: 0.28 2.00 3.91  0.899
O: 0.93 3.04 3.26  -0.304
C: 0.08 3.58 2.25  0.669
C: 0.93 4.49 1.33  -0.327
H: 2.07 0.82 4.25  -0.333
H: 1.70 1.81 5.53  0.550
H: 0.54 0.53 5.30  0.631
H: -0.23 1.40 3.12  -0.533
H: -0.53 2.28 4.62  0.112
H: -0.32 2.77 1.58  -0.445
H: -0.74 4.12 2.77  0.284
H: 1.86 3.86 1.18  -0.667
H: 1.23 5.43 1.85  0.460
H: 0.47 4.71 0.33  -0.139
C: 2.86 -5.25 0.96  -0.060
C: 3.30 -5.56 2.36  -0.618
O: 2.58 -4.77 3.37  -0.453
C: 2.79 -3.33 3.20  1.068
C: 2.12 -2.60 4.43  -0.694
H: 3.72 -5.40 0.34  0.423
H: 2.02 -5.84 0.63  0.225
H: 2.64 -4.19 0.84  -0.328
H: 3.13 -6.60 2.64  0.297
H: 4.35 -5.35 2.39  0.352
H: 3.89 -3.10 3.08  0.327
H: 2.22 -3.01 2.33  -0.810
H: 2.14 -1.51 4.42  -0.017
H: 2.60 -2.94 5.33  0.475
H: 1.08 -2.88 4.44  -0.089
C: -5.96 -0.06 -5.55  -1.842
C: -4.81 0.38 -4.67  0.868
O: -5.10 1.70 -4.16  -0.580
C: -4.00 2.10 -3.28  1.424
C: -4.30 3.52 -2.80  -0.874
H: -5.60 -0.84 -6.24  0.330
H: -6.84 -0.26 -5.00  0.458
H: -6.08 0.77 -6.21  0.531
H: -4.60 -0.36 -3.91  0.001
H: -3.94 0.45 -5.37  -0.076
H: -3.97 1.32 -2.49  0.019
H: -3.07 2.01 -3.88  -0.503
H: -5.11 3.49 -2.04  0.169
H: -4.51 4.29 -3.57  0.408
H: -3.39 3.89 -2.34  -0.031
C: -10.44 -0.47 2.23  -0.755
O: -9.50 0.56 2.07  -0.207
C: -9.58 1.07 0.73  -0.603
C: -8.44 2.11 0.69  -0.857
N: -7.16 1.52 1.01  0.975
C: -6.12 2.40 0.71  -1.124
C: -4.79 1.93 1.31  0.074
O: -5.01 1.72 2.65  -0.430
C: -3.85 1.25 3.32  0.119
H: -10.34 -1.36 1.60  0.301
H: -11.46 -0.04 2.18  0.307
H: -10.20 -0.84 3.25  0.187
H: -10.49 1.57 0.53  0.581
H: -9.46 0.29 -0.07  0.159
H: -8.83 2.89 1.39  0.386
H: -8.54 2.60 -0.33  0.362
H: -7.18 1.22 2.00  -0.624
H: -6.36 3.42 1.03  0.400
H: -6.00 2.41 -0.42  0.243
H: -4.02 2.68 1.15  0.588
H: -4.50 0.97 0.80  -0.243
H: -3.14 2.08 3.49  0.441
H: -3.37 0.43 2.74  -0.244
H: -4.25 0.84 4.29  -0.175
C: 0.39 -5.27 -1.71  -0.876
O: 1.48 -4.46 -2.09  -0.551
C: 1.18 -3.11 -1.68  0.971
C: 2.31 -2.15 -2.05  -0.384
N: 2.30 -1.82 -3.48  0.561
C: 3.43 -1.00 -3.82  0.647
C: 3.45 -0.90 -5.36  -0.773
O: 3.76 -2.16 -5.83  -0.373
C: 3.43 -2.39 -7.18  -0.797
H: 0.30 -5.32 -0.57  -0.047
H: 0.51 -6.24 -2.13  0.674
H: -0.56 -4.86 -2.06  0.350
H: 0.97 -3.16 -0.61  -0.105
H: 0.22 -2.70 -2.18  -0.294
H: 3.26 -2.60 -1.62  0.120
H: 2.05 -1.20 -1.55  -0.630
H: 2.47 -2.67 -4.01  0.212
H: 4.36 -1.44 -3.40  -0.220
H: 3.38 -0.05 -3.34  -0.268
H: 4.20 -0.14 -5.65  0.499
H: 2.49 -0.60 -5.71  0.285
H: 3.75 -3.42 -7.42  0.235
H: 3.95 -1.74 -7.85  0.354
H: 2.37 -2.20 -7.38  0.274
C: -2.98 4.45 8.52  -0.815
O: -3.48 3.20 8.12  -0.279
C: -2.68 2.16 8.57  -0.489
C: -3.54 0.92 8.69  -0.675
N: -4.08 0.60 7.44  0.104
C: -5.03 -0.48 7.49  -1.632
C: -5.52 -0.88 6.12  0.742
O: -6.22 0.25 5.64  -0.357
C: -7.13 -0.06 4.59  -0.762
H: -2.85 4.53 9.62  0.308
H: -3.77 5.18 8.26  0.246
H: -2.02 4.62 8.11  0.347
H: -2.29 2.49 9.53  0.484
H: -1.79 1.93 7.92  0.138
H: -4.30 1.11 9.48  0.322
H: -2.87 0.08 8.92  0.336
H: -4.57 1.36 6.99  0.290
H: -5.94 -0.35 8.09  0.369
H: -4.55 -1.38 7.86  0.477
H: -6.26 -1.71 6.24  0.589
H: -4.77 -1.18 5.41  -0.498
H: -7.31 0.92 4.15  0.277
H: -8.09 -0.39 4.92  0.497
H: -6.63 -0.67 3.85  0.030
C: 1.52 2.48 -3.48  -0.559
O: 0.66 3.50 -3.87  0.520
C: 0.11 3.17 -5.13  -0.141
C: -0.39 4.43 -5.82  -0.983
N: 0.76 5.21 -6.12  -0.214
C: 0.58 6.57 -6.66  -0.492
C: 1.85 7.31 -6.77  -0.765
O: 2.42 7.54 -5.48  -0.193
C: 3.69 8.13 -5.55  -0.768
H: 2.16 2.89 -2.68  -0.090
H: 2.23 2.21 -4.27  0.668
H: 0.96 1.55 -3.16  -0.380
H: -0.65 2.43 -5.04  -0.427
H: 0.90 2.75 -5.83  0.383
H: -1.18 4.99 -5.25  0.438
H: -0.85 4.12 -6.78  0.378
H: 1.41 5.36 -5.30  0.131
H: -0.20 7.04 -5.93  0.260
H: 0.08 6.57 -7.66  0.333
H: 1.61 8.29 -7.21  0.416
H: 2.56 6.83 -7.44  0.444
H: 4.23 7.64 -6.39  0.331
H: 4.27 8.00 -4.64  0.201
H: 3.60 9.22 -5.77  0.265
C: 11.65 -0.50 -3.48  -0.800
O: 10.86 0.05 -2.50  -0.166
C: 11.37 1.24 -1.94  -0.638
C: 10.34 1.96 -1.15  -0.473
N: 9.14 2.22 -2.00  -0.386
C: 8.40 3.40 -1.52  -0.833
C: 7.18 3.74 -2.35  -0.625
O: 6.33 2.65 -2.02  0.106
C: 5.10 2.82 -2.61  -0.631
H: 11.25 -1.39 -3.96  0.233
H: 12.67 -0.90 -3.21  0.307
H: 11.87 0.33 -4.11  0.362
H: 11.52 1.98 -2.77  0.364
H: 12.31 1.05 -1.34  0.308
H: 10.72 2.96 -0.85  0.405
H: 10.10 1.35 -0.21  0.269
H: 8.54 1.43 -1.85  0.055
H: 9.10 4.21 -1.39  0.552
H: 7.99 3.30 -0.49  0.285
H: 7.42 3.70 -3.43  0.393
H: 6.72 4.67 -2.03  0.310
H: 5.23 2.93 -3.68  0.555
H: 4.64 3.78 -2.20  0.233
H: 4.50 1.94 -2.36  -0.235
C: -1.23 -0.23 -4.58  0.098
O: -1.94 -1.25 -5.25  -0.534
C: -1.43 -2.49 -4.86  1.676
C: -1.56 -3.64 -5.85  -1.551
N: -1.02 -4.93 -5.35  -0.237
C: 0.45 -4.98 -5.44  0.287
C: 0.98 -6.34 -5.65  -0.903
O: 0.55 -6.83 -6.86  -0.371
C: 0.37 -8.23 -6.83  -0.661
H: -1.37 -0.28 -3.51  0.275
H: -1.60 0.70 -4.98  -0.068
H: -0.12 -0.35 -4.88  0.021
H: -1.95 -2.85 -3.91  -0.071
H: -0.33 -2.33 -4.69  -0.818
H: -1.09 -3.41 -6.77  0.504
H: -2.64 -3.85 -6.10  0.353
H: -1.39 -5.54 -6.10  0.316
H: 0.81 -4.71 -4.40  -0.167
H: 0.86 -4.31 -6.19  0.271
H: 0.67 -7.02 -4.82  0.396
H: 2.04 -6.22 -5.69  0.354
H: 1.28 -8.76 -6.40  0.269
H: 0.03 -8.63 -7.82  0.258
H: -0.49 -8.46 -6.15  0.251
C: 5.35 3.72 9.88  -0.712
O: 5.54 3.38 8.56  -0.353
C: 5.50 4.59 7.65  -0.667
C: 5.84 4.15 6.27  -0.394
N: 5.00 3.05 5.80  0.030
C: 5.21 2.64 4.44  -0.804
C: 4.93 3.63 3.37  -0.377
O: 4.95 2.82 2.13  -0.068
C: 4.84 3.65 0.95  0.736
H: 4.35 3.71 10.17  0.288
H: 5.74 4.73 10.03  0.296
H: 5.79 2.91 10.47  0.218
H: 6.30 5.24 8.02  0.447
H: 4.55 5.07 7.71  0.378
H: 6.89 3.78 6.40  0.242
H: 5.77 4.98 5.53  0.285
H: 4.94 2.24 6.40  0.271
H: 4.62 1.72 4.22  0.185
H: 6.18 2.21 4.13  0.084
H: 5.67 4.39 3.17  0.493
H: 3.94 4.14 3.53  0.168
H: 3.78 3.86 0.90  -0.705
H: 5.26 3.05 0.11  -0.319
H: 5.50 4.56 1.04  0.374
C: -4.37 -2.15 2.79  0.874
O: -3.07 -1.79 2.51  0.536
C: -2.24 -2.92 2.06  -1.641
C: -0.83 -2.35 1.87  0.539
N: -0.83 -1.54 0.69  0.762
C: 0.32 -0.61 0.75  1.556
C: 0.26 0.46 -0.32  -1.454
O: -0.88 1.31 -0.06  0.619
C: -1.14 2.26 -1.08  0.417
H: -4.78 -2.65 1.90  0.468
H: -4.81 -1.14 2.76  -0.724
H: -4.61 -2.66 3.73  -1.079
H: -2.59 -3.35 1.10  -0.029
H: -2.19 -3.66 2.85  0.698
H: -0.10 -3.15 1.78  -0.103
H: -0.51 -1.79 2.75  -0.219
H: -1.72 -1.01 0.67  -0.074
H: 1.25 -1.17 0.74  -0.554
H: 0.32 -0.07 1.67  -0.466
H: 0.17 0.10 -1.36  -0.159
H: 1.16 1.08 -0.25  0.461
H: -1.16 1.89 -2.10  -0.262
H: -0.34 3.02 -1.09  -0.104
H: -2.09 2.76 -0.80  -0.220

2.
ORCA calculation (wB97M-V/def2-TZVPD) on the molecule C3H3N5.

Computed properties:
* molar mass: 109.09 g mol⁻¹
* net charge: 0
* ΔE to the lowest compared entry with this formula, charge and spin: 328.7 kJ/mol

Last column: Mulliken charge in e.
Geometry (Å):
C: -0.98 0.74 1.37  -0.109
N: -0.50 1.90 1.11  -0.243
N: 0.45 1.91 0.12  -0.480
C: 0.53 0.57 -0.15  0.267
N: 1.04 -0.25 -1.33  -0.039
N: 0.52 -1.43 -1.31  -0.405
C: -0.28 -1.41 -0.32  -0.120
N: -0.22 -0.24 0.66  -0.043
H: -1.84 0.50 1.88  0.443
H: 2.23 -0.03 -1.49  0.360
H: -0.95 -2.25 -0.53  0.369

3.
ORCA calculation (wB97M-V/def2-TZVPD) on a cluster of 2 separate species, C7H9NO2 in total.

Computed properties:
* molar mass: 139.15 g mol⁻¹
* net charge: 0
* ΔE to the lowest compared entry with this formula, charge and spin: 562.3 kJ/mol

Last column: Mulliken charge in e.
Geometry (Å):
C: 0.43 -1.03 -0.29  -0.210
C: 0.19 0.32 -0.57  -0.058
C: 1.13 1.31 -0.24  -0.563
N: 2.36 0.96 0.27  -0.599
C: 2.68 -0.43 0.24  -0.303
C: 1.73 -1.44 0.10  -0.435
H: -0.31 -1.78 -0.77  0.348
H: -0.59 0.75 -0.89  0.659
H: 1.02 2.44 -0.34  0.421
H: 3.65 -0.65 0.45  0.457
H: 1.86 -2.56 -0.03  0.281
C: -1.42 1.44 0.29  -1.170
C: -1.79 -0.04 -0.04  0.706
O: -2.01 -0.56 -1.07  -0.537
O: -2.14 -0.65 1.14  -0.522
H: -1.49 2.11 -0.63  0.346
H: -2.26 1.86 0.90  0.418
H: -0.44 1.62 0.84  0.376
H: -2.38 -1.66 1.07  0.385

no.,gap between HOMO and LUMO (eV),F_max (eV/Å),LUMO energy (eV)
1,9.057,4.40,0.56
2,9.855,10.11,0.62
3,9.623,10.09,0.43